The following is a quantum chemistry calculation of a molecular structure, C24H28CdN3SSi, from the OMol25 dataset.

Element x y z (Å)
Cd1 0.493 0.141 -0.045
C1 1.978 1.331 -3.532
C2 0.940 0.266 -3.305
C3 1.098 -1.008 -3.845
C4 0.144 -1.995 -3.640
C5 -0.991 -1.735 -2.880
C6 -1.178 -0.466 -2.351
C7 -0.217 0.528 -2.566
H1 2.985 0.932 -3.395
H2 1.843 2.174 -2.854
H3 1.917 1.714 -4.552
H4 1.980 -1.226 -4.437
H5 0.285 -2.975 -4.077
H6 -1.733 -2.506 -2.723
H7 -2.065 -0.225 -1.778
H8 -0.415 1.536 -2.212
N1 2.077 1.389 1.282
C8 3.360 1.345 0.648
C9 4.317 2.302 0.819
C10 5.573 2.192 0.183
C11 5.866 1.108 -0.589
C12 4.889 0.105 -0.801
C13 5.122 -1.042 -1.589
C14 4.125 -1.956 -1.775
C15 2.865 -1.704 -1.210
N2 2.613 -0.648 -0.465
C16 3.615 0.245 -0.213
H9 2.051 0.799 2.109
H10 1.793 2.322 1.554
H11 4.121 3.146 1.469
H12 6.312 2.966 0.339
H13 6.840 0.998 -1.048
H14 6.098 -1.186 -2.038
H15 4.276 -2.850 -2.363
H16 2.040 -2.381 -1.391
C17 -5.770 -0.272 3.463
Si1 -4.466 0.652 2.493
C18 -3.834 2.067 3.534
C19 -5.182 1.217 0.865
C20 -3.069 -0.593 2.146
C21 -3.168 -1.911 2.559
C22 -2.173 -2.849 2.282
C23 -1.078 -2.429 1.574
N3 -0.939 -1.160 1.162
C24 -1.897 -0.243 1.435
S1 -1.563 1.368 0.844
H17 -6.581 0.416 3.713
H18 -5.384 -0.667 4.406
H19 -6.202 -1.098 2.894
H20 -4.674 2.636 3.940
H21 -3.208 2.748 2.958
H22 -3.249 1.694 4.377
H23 -6.017 1.903 1.027
H24 -5.558 0.363 0.297
H25 -4.432 1.732 0.264
H26 -4.045 -2.228 3.112
H27 -2.256 -3.876 2.606
H28 -0.273 -3.107 1.321

Values from the calculation:
* energy relative to the best compared isomer or geometry (same formula, charge and spin): 0.0 kcal/mol
* net charge: +1
* multiplicity: 1
* E_HOMO: -10.47 eV

The following is a quantum chemistry calculation of a molecular structure, C24H28Cl2N2O7PPb in a non-equilibrium geometry, from the OMol25 dataset.

Element x y z (Å)
Pb1 3.568 -18.981 -1.338
Cl1 7.493 -22.726 -1.281
C1 7.606 -21.448 -0.131
C2 8.803 -21.080 0.463
C3 8.837 -20.029 1.328
Cl2 10.330 -19.714 2.166
C4 7.689 -19.284 1.653
C5 7.601 -18.165 2.525
C6 6.405 -17.638 2.879
C7 5.267 -18.054 2.182
N1 5.301 -18.974 1.248
C8 6.416 -19.618 0.985
C9 6.375 -20.735 0.036
O1 5.323 -21.028 -0.575
H1 9.688 -21.517 0.107
H2 8.527 -17.740 2.991
H3 6.310 -16.853 3.600
H4 4.310 -17.535 2.265
N2 2.793 -20.669 0.409
C10 1.376 -21.071 0.657
C11 0.613 -21.218 -0.622
C12 0.356 -19.854 -1.290
O2 -0.623 -19.219 -0.959
O3 1.226 -19.430 -2.162
H5 3.378 -21.475 0.231
H6 3.123 -20.167 1.254
H7 0.927 -20.314 1.269
H8 1.393 -22.004 1.209
H9 -0.356 -21.557 -0.441
H10 1.180 -21.851 -1.381
C13 -1.210 -15.953 2.942
O4 -0.561 -14.778 2.434
C14 0.553 -15.115 1.652
C15 1.393 -14.054 1.382
C16 2.538 -14.257 0.615
C17 2.986 -15.548 0.195
C18 4.183 -15.596 -0.622
C19 4.864 -14.374 -1.277
O5 4.757 -16.646 -0.757
C20 2.117 -16.619 0.506
O6 2.381 -17.867 0.218
C21 0.899 -16.353 1.210
H11 -1.859 -15.633 3.698
H12 -0.494 -16.689 3.338
H13 -1.755 -16.526 2.197
H14 1.117 -13.064 1.717
H15 3.210 -13.384 0.460
H16 5.588 -13.905 -0.571
H17 4.225 -13.563 -1.643
H18 5.558 -14.844 -2.075
H19 0.268 -17.221 1.399
C22 1.476 -15.185 -4.588
P1 1.333 -16.677 -3.553
C23 0.165 -16.315 -2.266
C24 0.617 -17.895 -4.650
O7 2.712 -16.978 -3.023
H20 0.612 -14.880 -5.208
H21 2.286 -15.324 -5.293
H22 1.728 -14.286 -4.018
H23 -0.727 -15.970 -2.826
H24 0.553 -15.537 -1.599
H25 -0.067 -17.269 -1.772
H26 1.471 -18.494 -5.022
H27 0.116 -17.486 -5.517
H28 -0.129 -18.439 -4.037

Values from the calculation:
* energy relative to the best compared isomer or geometry (same formula, charge and spin): 0.0 kcal/mol
* net charge: -1
* multiplicity: 1
* E_HOMO: -4.16 eV

The following is a quantum chemistry calculation of a molecular structure, C24H28Cl3CoN4O2Si in a non-equilibrium geometry, from the OMol25 dataset.

Element x y z (Å)
Co1 0.680 -1.729 -0.280
C1 4.462 3.267 2.676
C2 3.879 2.143 1.878
C3 3.905 2.183 0.484
C4 3.400 1.139 -0.274
C5 3.420 1.098 -1.722
N1 2.755 1.955 -2.474
C6 1.656 2.760 -1.983
C7 0.355 2.005 -2.284
C8 -0.931 2.708 -1.850
N2 -1.208 2.739 -0.426
C9 -2.294 2.173 0.128
C10 -2.856 0.913 -0.199
C11 -4.251 0.763 -0.167
C12 -4.876 -0.458 -0.374
C13 -6.363 -0.595 -0.442
C14 -4.081 -1.588 -0.457
C15 -2.680 -1.525 -0.371
C16 -1.985 -2.735 -0.105
N3 -0.709 -2.898 0.021
C17 -0.219 -4.124 0.614
C18 -0.041 -3.952 2.140
C19 0.050 -2.486 2.591
N4 0.963 -1.685 1.811
C20 1.783 -0.905 2.413
C21 2.618 0.061 1.764
C22 3.257 1.072 2.497
C23 2.722 0.056 0.350
O1 2.201 -0.849 -0.410
C24 -2.009 -0.252 -0.371
O2 -0.746 -0.136 -0.376
H1 5.010 3.956 2.041
H2 5.127 2.888 3.447
H3 3.670 3.825 3.171
H4 4.354 3.026 -0.023
H5 3.916 0.267 -2.204
H6 2.741 1.767 -3.470
H7 1.680 3.728 -2.486
H8 1.783 2.908 -0.909
H9 0.398 1.028 -1.804
H10 0.286 1.856 -3.362
H11 -1.763 2.195 -2.336
H12 -0.918 3.745 -2.204
H13 -0.840 3.539 0.069
H14 -2.789 2.736 0.912
H15 -4.856 1.646 -0.015
H16 -6.859 0.369 -0.389
H17 -6.719 -1.217 0.378
H18 -6.650 -1.085 -1.370
H19 -4.551 -2.557 -0.555
H20 -2.628 -3.593 0.107
H21 0.741 -4.363 0.149
H22 -0.904 -4.958 0.428
H23 0.851 -4.492 2.458
H24 -0.902 -4.378 2.656
H25 0.310 -2.458 3.658
H26 -0.943 -2.033 2.469
H27 1.820 -0.897 3.506
H28 3.230 1.026 3.576
Cl1 -1.203 -2.233 -3.456
Si1 0.647 -2.257 -2.527
Cl2 1.744 -0.964 -3.717
Cl3 1.360 -4.138 -3.002

Values from the calculation:
* energy relative to the best compared isomer or geometry (same formula, charge and spin): 25.6 kcal/mol
* ⟨S²⟩: 0.765
* net charge: +1
* multiplicity: 2
* E_HOMO (alpha / beta): -9.94 / -10.04 eV

The following is a quantum chemistry calculation of a molecular structure, C24H28Cl3Ge2N3O9V in a non-equilibrium geometry, from the OMol25 dataset.

Element x y z (Å)
V1 1.269 -0.831 -0.353
C1 1.123 -3.585 2.954
C2 0.599 -4.025 1.585
Ge1 -0.274 -2.624 0.526
C3 -1.449 -3.552 -0.752
C4 -2.522 -2.645 -1.362
C5 -1.486 -1.685 1.737
C6 -1.569 -0.361 1.886
Ge2 -0.450 0.749 0.667
C7 0.668 2.157 1.487
C8 0.003 3.178 2.420
C9 -1.458 1.487 -0.856
C10 -2.662 2.395 -0.574
C11 -2.510 0.280 2.862
C12 -2.838 1.631 2.775
C13 -3.725 2.228 3.663
C14 -4.308 1.472 4.668
C15 -3.979 0.127 4.784
C16 -3.087 -0.458 3.901
H1 1.299 -4.456 3.592
H2 0.416 -2.930 3.469
H3 2.067 -3.057 2.859
H4 -0.186 -4.778 1.700
H5 1.396 -4.476 0.992
H6 -1.918 -4.347 -0.161
H7 -0.846 -4.030 -1.525
H8 -3.092 -2.132 -0.584
H9 -3.228 -3.223 -1.965
H10 -2.077 -1.887 -2.014
H11 -2.159 -2.327 2.314
H12 1.127 2.677 0.645
H13 1.463 1.639 2.022
H14 -0.747 3.779 1.902
H15 0.763 3.862 2.807
H16 -0.476 2.697 3.272
H17 -1.786 0.621 -1.435
H18 -0.717 2.028 -1.456
H19 -3.399 1.897 0.056
H20 -3.154 2.654 -1.514
H21 -2.367 3.328 -0.086
H22 -2.395 2.228 1.992
H23 -3.954 3.284 3.569
H24 -5.009 1.926 5.359
H25 -4.418 -0.470 5.575
H26 -2.824 -1.500 4.030
Cl1 4.309 0.777 2.483
C17 4.194 -0.040 0.909
Cl2 3.376 1.080 -0.265
Cl3 5.778 -0.464 0.339
C18 3.275 -1.303 1.134
O1 3.761 -2.388 1.222
O2 2.002 -0.958 1.292
O3 2.611 3.356 -6.571
N1 3.344 2.679 -5.883
O4 4.553 2.752 -5.864
C19 2.710 1.696 -4.983
C20 1.335 1.587 -4.952
C21 0.742 0.730 -4.059
C22 1.496 0.029 -3.091
O5 1.025 -0.478 -2.020
C23 2.892 0.027 -3.312
C24 3.495 0.874 -4.221
N2 3.763 -0.898 -2.558
O6 3.267 -1.648 -1.718
O7 4.935 -0.895 -2.812
N3 -0.723 0.553 -4.155
O8 -1.201 -0.393 -3.568
O9 -1.349 1.343 -4.835
H27 0.715 2.155 -5.630
H28 4.570 0.883 -4.316

Values from the calculation:
* ⟨S²⟩: 3.773
* net charge: 0
* multiplicity: 4
* E_HOMO (alpha / beta): -8.56 / -8.39 eV

The following is a quantum chemistry calculation of a molecular structure, C24H28Cl3GeN9O3S3SeTi, from the OMol25 dataset.

Element x y z (Å)
Ti1 -0.593 -0.791 0.559
N1 -4.355 -2.562 0.710
C1 -3.419 -1.608 0.814
S1 -2.190 -1.763 2.070
N2 -3.466 -0.580 0.008
N3 -2.402 0.257 0.272
C2 -2.599 1.519 0.200
C3 -1.625 2.506 0.618
C4 -1.927 3.870 0.543
C5 -1.087 4.811 1.102
C6 0.052 4.393 1.792
C7 0.377 3.051 1.877
C8 -0.441 2.107 1.255
O1 -0.109 0.819 1.254
H1 -4.147 -3.470 1.090
H2 -4.964 -2.523 -0.092
H3 -3.590 1.852 -0.103
H4 -2.846 4.179 0.058
H5 -1.334 5.862 1.048
H6 0.681 5.125 2.283
H7 1.238 2.702 2.432
C9 4.144 2.359 -2.628
C10 2.968 1.367 -2.462
N4 2.149 1.746 -1.323
C11 1.482 3.014 -1.578
C12 2.518 4.091 -1.982
N5 3.876 3.512 -1.696
C13 3.945 3.047 -0.263
C14 2.988 1.841 -0.135
H8 4.229 2.766 -3.634
H9 5.101 1.930 -2.338
H10 3.361 0.368 -2.299
H11 2.346 1.339 -3.357
H12 0.949 3.319 -0.678
H13 0.750 2.885 -2.376
H14 2.423 5.010 -1.406
H15 2.496 4.333 -3.043
H16 4.581 4.229 -1.845
H17 3.650 3.894 0.356
H18 4.982 2.796 -0.050
H19 2.364 1.939 0.749
H20 3.543 0.911 -0.029
Se1 1.454 -2.151 -3.663
C15 3.258 -2.032 -3.665
N6 4.409 -1.905 -3.670
N7 2.650 -6.374 -4.378
C16 1.833 -5.816 -3.442
C17 2.365 -5.291 -2.254
C18 1.539 -4.728 -1.307
C19 0.161 -4.689 -1.523
C20 -0.385 -5.237 -2.680
C21 0.442 -5.785 -3.636
S2 -0.857 -3.996 -0.291
O2 -0.114 -3.974 0.940
O3 -2.152 -4.613 -0.341
N8 -1.011 -2.402 -0.658
C22 -1.289 -1.779 -1.811
S3 -2.175 -2.298 -3.199
C23 -2.097 -0.687 -3.824
C24 -1.436 0.110 -2.965
N9 -0.931 -0.503 -1.843
H21 3.647 -6.337 -4.272
H22 2.286 -6.685 -5.258
H23 3.433 -5.332 -2.081
H24 1.948 -4.331 -0.388
H25 -1.459 -5.267 -2.810
H26 0.018 -6.221 -4.532
H27 -2.515 -0.431 -4.783
H28 -1.246 1.161 -3.128
Cl1 1.707 -1.305 -0.103
Ge1 1.340 -1.759 2.387
Cl2 2.566 -0.054 3.122
Cl3 2.819 -3.317 2.546

Values from the calculation:
* energy relative to the best compared isomer or geometry (same formula, charge and spin): 17.6 kcal/mol
* ⟨S²⟩: 0.759
* net charge: +1
* multiplicity: 2
* E_HOMO (alpha / beta): -10.25 / -10.25 eV

The following is a quantum chemistry calculation of a molecular structure, C24H28ClN4O6V in a non-equilibrium geometry, from the OMol25 dataset.

Element x y z (Å)
V1 1.144 -0.975 -1.100
C1 2.044 5.990 0.849
C2 2.010 4.505 0.631
C3 2.072 3.657 1.736
C4 1.960 2.207 1.648
C5 1.903 1.459 2.864
N1 1.081 1.782 3.884
C6 -0.166 2.640 3.790
C7 -1.422 1.712 3.709
C8 -1.422 0.784 2.426
N2 -2.786 0.669 1.846
C9 -3.331 -0.387 1.211
C10 -2.681 -1.550 0.646
C11 -3.266 -2.810 0.941
C12 -3.007 -4.011 0.260
C13 -3.547 -5.345 0.619
C14 -2.262 -3.868 -0.901
C15 -1.613 -2.716 -1.280
C16 -0.787 -2.738 -2.437
N3 0.037 -1.732 -2.775
C17 0.633 -1.932 -4.117
C18 1.668 -0.809 -4.374
C19 1.240 0.579 -3.943
N4 1.278 0.731 -2.464
C20 1.333 1.981 -2.081
C21 1.732 2.504 -0.779
C22 1.778 3.884 -0.628
C23 1.878 1.592 0.357
O1 1.771 0.281 0.277
C24 -1.624 -1.540 -0.360
O2 -0.715 -0.637 -0.349
H1 1.712 6.218 1.876
H2 3.068 6.397 0.649
H3 1.326 6.503 0.148
H4 2.388 4.031 2.676
H5 2.511 0.553 2.995
H6 1.198 1.351 4.809
H7 -0.203 3.331 4.643
H8 -0.030 3.236 2.913
H9 -1.487 1.096 4.624
H10 -2.280 2.367 3.695
H11 -0.764 1.169 1.664
H12 -1.003 -0.177 2.653
H13 -3.257 1.526 1.613
H14 -4.433 -0.404 1.176
H15 -3.872 -2.956 1.892
H16 -4.247 -5.281 1.469
H17 -3.936 -5.943 -0.206
H18 -2.747 -5.981 1.071
H19 -2.039 -4.758 -1.515
H20 -0.949 -3.522 -3.184
H21 1.096 -2.970 -4.186
H22 -0.183 -1.925 -4.892
H23 2.593 -1.050 -3.815
H24 1.905 -0.802 -5.472
H25 2.005 1.316 -4.223
H26 0.322 0.918 -4.404
H27 1.057 2.805 -2.808
H28 1.661 4.404 -1.568
O3 2.952 -2.211 -1.402
Cl1 2.369 -3.532 -0.911
O4 3.274 -4.177 -0.010
O5 1.921 -4.396 -1.980
O6 1.138 -3.040 -0.090

Values from the calculation:
* energy relative to the best compared isomer or geometry (same formula, charge and spin): 0.0 kcal/mol
* ⟨S²⟩: 2.013
* net charge: +2
* multiplicity: 3
* E_HOMO (alpha / beta): -13.52 / -13.63 eV